--- one ---
ORCA calculation (wB97M-V/def2-TZVPD) on 2 unconnected molecules or ions with the total composition C7H15NO.

XYZ file:
```
24
C7H15NO | the Open Molecules 2025 dataset | wB97M-V/def2-TZVPD
C 1.432 0.728 0.428
C 1.908 -0.182 1.526
C 0.825 1.992 0.712
N 2.085 0.564 -0.791
H -0.107 -0.053 0.180
H 1.726 1.128 -1.548
H 2.234 -0.393 -1.076
H 2.948 0.043 1.784
H 1.865 -1.230 1.221
H 1.292 -0.073 2.417
H 1.185 2.822 0.107
H 0.836 2.263 1.763
H -0.475 1.901 0.446
C -0.695 -2.377 -1.008
C -1.578 -1.197 -0.762
C -1.885 1.173 0.035
O -2.854 -1.416 -1.219
C -1.242 -0.093 -0.094
H -3.374 -0.628 -1.003
H -0.597 -2.561 -2.080
H -1.121 -3.271 -0.549
H 0.296 -2.210 -0.591
H -2.431 1.390 0.949
H -2.273 1.679 -0.846
```

The lowest unoccupied orbital energy (spin up / spin down) comes out at 0.654 / 0.653 eV. As for the spin multiplicity: 1.

Just the Mulliken charges please, in e? Sure, here they are: C 0.91; C -1.36; C -1.20; N -0.53; H -0.09; H 0.23; H 0.26; H 0.39; H 0.27; H 0.37; H 0.38; H 0.29; H 0.18; C -1.10; C 0.43; C -1.23; O -0.55; C 0.53; H 0.32; H 0.30; H 0.32; H 0.19; H 0.31; H 0.38

---

--- two ---
ORCA calculation (wB97M-V/def2-TZVPD) on 2 unconnected molecules or ions with the total composition C7H15NO.

XYZ file:
```
24
C7H15NO | the Open Molecules 2025 dataset | wB97M-V/def2-TZVPD
O 0.331 -1.445 -3.181
C -0.856 -1.695 -3.023
N -1.495 -1.459 -1.838
C -1.732 -2.283 -4.108
H -2.488 -1.670 -1.709
H -0.952 -1.062 -1.068
H -1.128 -2.436 -5.018
H -2.568 -1.606 -4.349
H -2.147 -3.256 -3.794
C 0.258 0.809 2.651
C 1.234 0.908 1.732
C -0.889 1.750 2.893
C 2.311 -0.143 1.637
C 1.371 2.024 0.731
H 0.293 -0.066 3.313
H -0.871 2.607 2.199
H -0.840 2.132 3.926
H -1.842 1.210 2.762
H 2.299 -0.607 0.637
H 3.301 0.314 1.802
H 2.158 -0.932 2.393
H 1.337 1.604 -0.289
H 0.572 2.778 0.827
H 2.344 2.523 0.873
```

The lowest unoccupied orbital energy comes out at 0.718 eV. The structure (SMILES) is CC=C(C)C.CC(N)=O. As for the spin multiplicity: 1.

Just the Mulliken charges please, in e? Sure, here they are: O -0.62; C 0.71; N -0.36; C -1.01; H 0.18; H 0.21; H 0.27; H 0.30; H 0.31; C -0.37; C 0.93; C -1.06; C -1.18; C -1.13; H 0.26; H 0.28; H 0.27; H 0.27; H 0.29; H 0.31; H 0.31; H 0.28; H 0.27; H 0.29

---

two is the most stable structure; the next one sits 356.2 kJ/mol above it.

---

--- one ---
ORCA calculation (wB97M-V/def2-TZVPD) on a single C8H14N2O6 molecule.

XYZ file:
```
30
C8H14N2O6 | the Open Molecules 2025 dataset | wB97M-V/def2-TZVPD
C -1.225 0.801 -0.227
C -0.491 -0.283 -1.046
C -1.633 0.486 1.125
C -2.222 1.759 1.855
C -1.322 2.850 2.322
C 1.485 -1.695 -0.700
C 2.552 -1.792 0.387
C 2.436 -1.757 -2.030
H -2.348 1.619 -1.781
H -2.966 0.435 -1.244
H -0.640 1.643 -0.248
H -2.335 -0.375 1.136
H -0.654 0.345 1.651
H -2.879 1.342 2.603
H -2.877 2.234 1.126
H -3.025 4.182 2.426
H 1.224 -0.050 0.346
H 0.969 -2.593 -0.617
H 3.558 -1.309 -1.797
H 1.978 -1.064 -2.946
H 3.339 -3.300 -2.730
H 3.284 -3.079 -0.758
N -2.554 1.310 -0.846
N 0.823 -0.457 -0.561
O -1.025 -1.167 -1.772
O -0.094 2.885 2.253
O -1.937 3.957 2.878
O 2.425 -1.189 1.411
O 2.466 -3.213 -2.178
O 3.689 -2.523 -0.040
```

The lowest unoccupied orbital energy comes out at 0.243 eV. The structure (SMILES) is N[C@@H](CCC(=O)O)C(=O)N[C@@H](CO)C(=O)O. As for the spin multiplicity: 1.

Just the Mulliken charges please, in e? Sure, here they are: C -0.19; C 0.11; C -0.42; C -0.97; C 0.81; C 0.11; C 0.49; C -0.61; H 0.29; H 0.30; H 0.49; H 0.41; H 0.13; H 0.43; H 0.44; H 0.40; H 0.35; H 0.33; H 0.35; H 0.28; H 0.37; H 0.50; N -0.70; N -0.24; O -0.67; O -0.54; O -0.58; O -0.54; O -0.60; O -0.57

---

--- two ---
ORCA calculation (wB97M-V/def2-TZVPD) on a single C8H14N2O6 molecule.

XYZ file:
```
30
C8H14N2O6 | the Open Molecules 2025 dataset | wB97M-V/def2-TZVPD
C -1.189 -0.248 -0.485
C 0.190 -0.736 -0.005
C -1.742 0.861 0.368
C -3.168 1.168 -0.125
C -4.275 0.231 0.447
C 2.535 -0.060 0.448
C 3.280 1.303 0.287
C 3.259 -1.119 -0.324
H -1.615 -2.050 -1.114
H -2.356 -1.708 0.299
H -1.037 0.183 -1.485
H -1.822 0.476 1.407
H -1.073 1.794 0.342
H -3.420 2.194 0.169
H -3.177 1.269 -1.239
H -5.567 1.091 -0.640
H 1.064 1.140 -0.467
H 2.365 -0.281 1.476
H 3.526 -0.710 -1.319
H 2.586 -1.983 -0.483
H 5.004 -2.070 -0.112
H 4.934 0.333 0.616
N -2.106 -1.311 -0.619
N 1.225 0.122 -0.194
O 0.364 -1.787 0.610
O -4.007 -0.487 1.395
O -5.493 0.277 -0.091
O 2.659 2.317 0.044
O 4.432 -1.475 0.403
O 4.623 1.267 0.390
```

The lowest unoccupied orbital energy comes out at 0.384 eV. The structure (SMILES) is N[C@@H](CCC(=O)O)C(=O)N[C@@H](CO)C(=O)O. As for the spin multiplicity: 1.

Just the Mulliken charges please, in e? Sure, here they are: C 0.06; C 0.04; C -0.54; C -1.01; C 0.77; C 0.04; C 0.52; C -0.66; H 0.32; H 0.26; H 0.35; H 0.33; H 0.26; H 0.49; H 0.45; H 0.35; H 0.31; H 0.37; H 0.35; H 0.41; H 0.32; H 0.45; N -0.60; N -0.23; O -0.67; O -0.56; O -0.49; O -0.60; O -0.57; O -0.53

---

two is the most stable structure; the next one sits 370.4 kJ/mol above it.

---

--- one ---
ORCA calculation (wB97M-V/def2-TZVPD) on a molecular structure, C6H9NO.

XYZ file:
```
17
C6H9NO | the Open Molecules 2025 dataset | wB97M-V/def2-TZVPD
C 1.109 -0.707 1.851
C -1.144 1.071 0.835
C 0.767 0.167 -0.899
C -0.357 0.030 0.097
C -1.324 -0.504 -2.367
O 2.047 0.479 -1.098
N 0.433 -0.996 0.604
C -0.444 -0.261 -1.405
H 2.451 -0.168 -1.697
H 1.660 -1.595 2.161
H 0.414 -0.434 2.655
H 1.829 0.119 1.741
H -1.984 0.601 1.352
H -0.530 1.584 1.576
H -1.530 1.810 0.134
H -1.055 -0.418 -3.411
H -2.341 -0.780 -2.129
```

The lowest unoccupied orbital energy comes out at 0.643 eV. As for the spin multiplicity: 1.

Just the Mulliken charges please, in e? Sure, here they are: C -0.84; C -1.45; C 0.07; C 1.01; C -0.93; O -0.51; N -0.49; C 0.23; H 0.36; H 0.29; H 0.30; H 0.31; H 0.34; H 0.37; H 0.41; H 0.25; H 0.27

---

--- two ---
ORCA calculation (wB97M-V/def2-TZVPD) on a single C6H9NO molecule.

XYZ file:
```
17
C6H9NO | the Open Molecules 2025 dataset | wB97M-V/def2-TZVPD
C -0.032 0.267 1.343
C -0.491 1.767 -0.196
C -0.326 -1.341 -0.942
C 1.045 -1.018 -0.504
C 1.091 0.258 0.340
C 0.808 1.533 -0.408
H 0.344 0.721 2.247
H -0.528 -0.683 1.680
H -1.229 2.133 -0.924
H -0.733 -0.631 -1.684
H 1.623 -0.888 -1.403
H 1.442 -1.809 0.034
H 2.110 0.299 0.760
H 1.379 1.657 -1.353
H -0.761 -2.764 0.183
N -1.103 -2.286 -0.641
O -1.062 1.146 0.894
```

The lowest unoccupied orbital energy comes out at 0.922 eV. The structure (SMILES) is [H]/N=C\C[C@H]1C=COC1. As for the spin multiplicity: 1.

Just the Mulliken charges please, in e? Sure, here they are: C -0.66; C -0.19; C -0.08; C -0.93; C 0.40; C -0.58; H 0.30; H 0.32; H 0.39; H 0.36; H 0.32; H 0.45; H 0.33; H 0.32; H 0.25; N -0.64; O -0.35

---

two is the most stable structure; the next one sits 266.5 kJ/mol above it.

---

--- one ---
ORCA calculation (wB97M-V/def2-TZVPD) on 2 unconnected molecules or ions with the total composition C6H9NO.

XYZ file:
```
17
C6H9NO | the Open Molecules 2025 dataset | wB97M-V/def2-TZVPD
N 0.584 2.018 1.139
C 0.432 0.967 0.264
C 1.242 -0.186 0.448
C 1.118 -1.273 -0.385
C 0.233 -1.199 -1.499
C -0.283 0.022 -1.839
C -0.296 1.073 -0.910
H 0.116 2.907 1.002
H 0.851 1.871 2.099
H 1.842 -0.275 1.347
H 1.707 -2.171 -0.317
H 0.262 -2.080 -2.127
H -0.818 0.242 -2.751
H -0.579 2.072 -1.217
H -2.474 -1.616 2.231
H -1.805 -0.735 1.192
O -2.131 -1.636 1.321
```

The lowest unoccupied orbital energy comes out at 0.861 eV. The structure (SMILES) is Nc1ccccc1.O. As for the spin multiplicity: 1.

Just the Mulliken charges please, in e? Sure, here they are: N -0.55; C 0.78; C -0.47; C -0.36; C -0.60; C -0.46; C -0.37; H 0.18; H 0.20; H 0.25; H 0.37; H 0.39; H 0.35; H 0.31; H 0.31; H 0.32; O -0.63

---

--- two ---
ORCA calculation (wB97M-V/def2-TZVPD) on a single C6H9NO molecule.

XYZ file:
```
17
C6H9NO | the Open Molecules 2025 dataset | wB97M-V/def2-TZVPD
C 0.412 -1.063 0.655
C 0.325 0.400 1.162
C 1.008 -0.527 -0.565
C -0.282 0.072 -1.030
C -0.141 1.579 -1.154
C -0.831 0.926 0.179
H -1.271 -1.509 1.514
H -0.554 -2.388 0.298
H 1.114 -1.593 1.368
H 0.681 0.723 2.172
H 1.780 -0.977 -1.015
H -0.900 -0.324 -1.862
H 0.725 2.234 -1.290
H -0.726 2.237 -1.713
H -1.864 1.047 0.438
N -0.902 -1.508 0.504
O 1.425 0.671 0.339
```

The lowest unoccupied orbital energy comes out at 0.960 eV. The structure (SMILES) is N[C@@H]1[C@H]2O[C@@H]1[C@@H]1C[C@@H]12. As for the spin multiplicity: 1.

Just the Mulliken charges please, in e? Sure, here they are: C -0.57; C -0.12; C -0.39; C -0.27; C -0.89; C -0.32; H 0.27; H 0.23; H 0.51; H 0.43; H 0.71; H 0.45; H 0.23; H 0.36; H 0.37; N -0.51; O -0.48

---

--- three ---
ORCA calculation (wB97M-V/def2-TZVPD) on a molecular structure, C6H9NO.

XYZ file:
```
17
C6H9NO | the Open Molecules 2025 dataset | wB97M-V/def2-TZVPD
C 0.987 -1.127 1.046
C -0.378 -0.807 -0.547
C -1.242 0.463 -0.464
C -0.489 1.140 0.833
C 0.663 1.088 -0.172
C 1.027 -0.362 -0.246
H 1.625 -2.083 1.018
H 0.991 -0.508 1.916
H -0.748 -1.221 -1.425
H -2.261 0.486 -0.651
H -0.656 0.730 1.821
H -1.127 2.017 0.872
H 1.512 1.882 -0.204
H 0.134 0.837 -2.064
H 1.628 -0.726 -1.104
N -0.223 1.286 -1.296
O -0.368 -1.599 0.774
```

The lowest unoccupied orbital energy comes out at 1.027 eV. As for the spin multiplicity: 1.

Just the Mulliken charges please, in e? Sure, here they are: C -0.59; C -0.32; C -0.17; C -1.15; C 0.06; C -0.06; H 0.26; H 0.30; H 0.54; H 0.61; H 0.29; H 0.37; H 0.35; H 0.25; H 0.35; N -0.58; O -0.49

---

--- four ---
ORCA calculation (wB97M-V/def2-TZVPD) on a single C6H9NO molecule.

XYZ file:
```
17
C6H9NO | the Open Molecules 2025 dataset | wB97M-V/def2-TZVPD
C 0.974 0.027 0.046
C 0.227 1.277 -0.418
C -1.212 -0.536 -1.091
C 0.009 -1.262 -0.270
C 0.034 -0.592 1.068
C -1.274 0.236 1.073
H 2.814 -0.825 -0.234
H 0.460 1.502 -1.457
H 0.051 2.189 0.338
H -2.167 -1.003 -0.643
H -1.247 -0.587 -2.216
H 0.307 -2.194 -0.672
H 0.284 -1.166 1.974
H -2.239 -0.280 1.237
H -1.276 1.161 1.815
N -1.260 0.721 -0.330
O 2.411 0.157 -0.034
```

The lowest unoccupied orbital energy comes out at 0.769 eV. The structure (SMILES) is O[C@@]12CN3C[C@@H]1[C@@H]2C3. As for the spin multiplicity: 1.

Just the Mulliken charges please, in e? Sure, here they are: C 0.36; C -0.50; C -0.45; C -0.54; C -0.07; C -0.69; H 0.36; H 0.31; H 0.25; H 0.25; H 0.29; H 0.48; H 0.39; H 0.33; H 0.24; N -0.46; O -0.58

---

one is the most stable structure; the next one sits 315.7 kJ/mol above it.

---

--- one ---
ORCA calculation (wB97M-V/def2-TZVPD) on a single C6H9NO molecule.

XYZ file:
```
17
C6H9NO | the Open Molecules 2025 dataset | wB97M-V/def2-TZVPD
C -1.200 0.742 -0.152
C -0.540 -0.400 -0.879
C -0.727 -0.143 0.949
C 0.903 -0.084 0.982
C 1.479 0.712 -0.151
C 1.003 -0.529 -0.809
H -0.763 1.649 -0.153
H -2.289 1.053 -0.569
H -1.008 -0.792 -1.874
H -2.212 -1.212 0.220
H -1.188 -0.161 1.951
H 1.348 0.132 1.957
H 2.481 0.861 -0.133
H 0.932 1.741 -0.021
H 1.442 -0.889 -1.762
N -1.089 -1.395 0.204
O 1.428 -1.285 0.241
```

The lowest unoccupied orbital energy comes out at 0.881 eV. As for the spin multiplicity: 1.

Just the Mulliken charges please, in e? Sure, here they are: C -0.74; C 0.05; C -0.09; C -0.30; C -0.80; C -0.07; H 0.26; H 0.19; H 0.37; H 0.30; H 0.48; H 0.50; H 0.40; H 0.09; H 0.56; N -0.71; O -0.49

---

--- two ---
ORCA calculation (wB97M-V/def2-TZVPD) on a molecular structure, C6H9NO.

XYZ file:
```
17
C6H9NO | the Open Molecules 2025 dataset | wB97M-V/def2-TZVPD
C 1.645 0.105 -0.182
C -0.094 -1.250 0.301
C -1.292 -0.824 -0.497
C -0.418 1.399 -0.523
C -0.386 0.038 1.079
C 0.668 1.067 0.371
H 2.045 0.273 -1.242
H 2.613 0.212 0.481
H -0.079 -2.200 0.999
H -2.232 -1.455 -0.209
H -1.157 -0.728 -1.598
H -0.174 1.163 -1.514
H -0.560 2.518 -0.559
H -0.425 0.145 2.303
H 1.179 1.904 0.895
N -1.443 0.557 0.052
O 1.020 -1.118 -0.401
```

The lowest unoccupied orbital energy comes out at 0.929 eV. As for the spin multiplicity: 1.

Just the Mulliken charges please, in e? Sure, here they are: C -0.60; C 0.22; C -0.70; C -0.61; C -0.12; C -0.04; H 0.24; H 0.27; H 0.36; H 0.24; H 0.37; H 0.29; H 0.32; H 0.30; H 0.40; N -0.55; O -0.39

---

--- three ---
ORCA calculation (wB97M-V/def2-TZVPD) on a molecular structure, C6H9NO.

XYZ file:
```
17
C6H9NO | the Open Molecules 2025 dataset | wB97M-V/def2-TZVPD
C 0.949 0.661 -0.120
C 0.513 -0.528 -0.901
C 0.301 -0.320 1.090
C -1.227 -0.284 0.666
C -1.964 0.679 -0.010
C -1.138 -0.404 -0.778
H 2.565 -0.628 0.213
H 2.931 1.186 0.274
H 0.829 1.743 -0.365
H 0.815 -0.991 -1.896
H 0.837 -0.145 1.957
H -1.740 -1.331 1.121
H -1.925 1.789 -0.124
H -3.046 0.825 -0.162
H -1.763 -1.205 -1.001
N 2.442 0.416 -0.075
O 0.623 -1.462 0.110
```

The lowest unoccupied orbital energy comes out at 1.060 eV. As for the spin multiplicity: 1.

Just the Mulliken charges please, in e? Sure, here they are: C -0.18; C -0.11; C -0.46; C 0.39; C -1.01; C -0.37; H 0.26; H 0.19; H 0.36; H 0.44; H 0.52; H 0.20; H 0.20; H 0.23; H 0.37; N -0.62; O -0.41

---

--- four ---
ORCA calculation (wB97M-V/def2-TZVPD) on a single C6H9NO molecule.

XYZ file:
```
17
C6H9NO | the Open Molecules 2025 dataset | wB97M-V/def2-TZVPD
O -2.535 -1.855 -2.213
C -1.366 -1.766 -2.040
C -0.898 -1.808 -0.624
C -1.099 -0.575 0.279
C -0.063 0.430 0.112
C 0.507 1.240 1.051
N 1.389 2.184 0.598
C 2.492 2.476 1.119
H -0.612 -1.518 -2.872
H -1.205 -2.687 -0.099
H 0.216 -2.026 -0.661
H -1.050 -1.098 1.165
H -2.097 -0.117 0.191
H 0.296 0.459 -0.896
H 0.095 1.404 2.144
H 2.899 3.522 0.943
H 3.031 1.733 1.803
```

The lowest unoccupied orbital energy comes out at 0.600 eV. The structure (SMILES) is C=N/C=C/CCC=O. As for the spin multiplicity: 1.

Just the Mulliken charges please, in e? Sure, here they are: O -0.44; C 0.00; C -0.87; C -0.33; C -0.27; C -0.29; N -0.35; C -0.27; H 0.30; H 0.45; H 0.35; H 0.30; H 0.31; H 0.33; H 0.29; H 0.24; H 0.26

---

four is the most stable structure; the next one sits 106.6 kJ/mol above it.